10
Properties=species:S:1:pos:R:3:lowdin_charge:R:1 method="wB97M-V/def2-TZVPD" energy_ha=-513.36379 charge=+2 e_homo_ha="-0.7446 / -0.7418" gap_ev="7.1 / 7.6" e_above_lowest_kj_mol=258.1 spin_multiplicity=1
C -1.43 -0.19 -0.17 0.18
O 1.18 0.41 -0.25 -0.10
C 0.84 -0.83 -0.34 -0.65
C -0.95 1.09 0.10 0.30
O -0.41 -1.15 -0.50 0.20
O 1.66 -1.67 0.12 0.02
H -2.14 -0.66 0.52 0.19
H -0.69 1.77 -0.71 0.15
H -1.07 1.47 1.12 0.16
Tl 3.02 -0.24 0.12 1.54

---

61
Properties=species:S:1:pos:R:3:lowdin_charge:R:1 method="wB97M-V/def2-TZVPD" energy_ha=-3976.37315 e_homo_ha="-0.1636 / -0.3565" s2=30.0036 gap_ev="4.5 / 9.3" spin_multiplicity=11
Ti -1.89 2.17 -1.59 0.73
Ti 1.55 -0.23 -3.37 0.35
Ti -2.78 1.98 2.00 0.80
O -3.67 2.66 -0.05 -0.55
H -4.06 1.82 -0.36 -0.08
B -0.45 0.54 -0.24 -1.55
F -0.08 1.77 0.15 0.17
F -0.33 0.35 -1.62 0.02
F 0.27 -0.47 0.32 0.16
F -1.71 0.29 0.24 0.12
C 3.70 -0.35 1.14 -0.23
O 3.00 0.43 0.36 -0.09
H 4.10 -1.17 0.55 0.07
H 4.60 0.03 1.62 0.10
H 3.04 -0.89 1.82 0.09
H 2.14 0.06 0.17 0.05
C 1.30 -2.84 -1.31 -0.15
O 2.16 -1.99 -2.05 -0.23
H 0.32 -2.48 -1.01 0.08
H 1.19 -3.79 -1.84 0.09
H 1.63 -3.17 -0.33 0.09
H 3.01 -2.37 -1.84 0.10
C -3.84 -1.66 -0.41 -0.19
O -4.76 -2.57 -0.89 -0.10
H -2.85 -1.77 -0.86 0.07
H -4.28 -0.71 -0.72 0.08
H -3.75 -1.67 0.67 0.08
H -4.57 -3.42 -0.47 0.08
C -1.38 -1.55 3.23 -0.16
O -0.16 -1.56 2.50 -0.12
H -1.88 -0.59 3.36 0.04
H -2.10 -2.23 2.77 0.07
H -1.21 -1.93 4.23 0.08
H -0.26 -1.19 1.62 0.01
C -1.81 -3.23 -5.17 -0.09
C -1.68 -2.83 -3.77 -0.31
O -0.97 -1.53 -3.66 -0.16
H -2.50 -4.07 -5.04 0.08
H -0.84 -3.42 -5.62 0.09
H -2.44 -2.52 -5.72 0.08
H -1.19 -3.66 -3.26 0.10
H -2.59 -2.84 -3.18 0.11
H -1.62 -0.83 -3.61 0.06
C 2.00 4.58 -0.10 -0.09
C 3.36 4.33 -0.70 -0.31
O 3.96 3.44 0.22 -0.10
H 1.34 5.20 -0.70 0.07
H 2.12 5.17 0.81 0.07
H 1.48 3.66 0.13 0.05
H 4.07 5.15 -0.79 0.12
H 3.19 3.80 -1.64 0.10
H 3.62 2.60 -0.10 0.05
C 0.98 1.22 4.40 -0.06
C 0.30 2.31 3.65 -0.30
O -0.59 1.73 2.78 -0.20
H 1.19 1.51 5.43 0.08
H 1.83 0.71 3.95 0.08
H 0.31 0.36 4.47 0.07
H 0.91 3.01 3.08 0.14
H -0.33 2.82 4.38 0.12
H -0.10 1.81 1.96 0.06

---

85
Properties=species:S:1:pos:R:3:lowdin_charge:R:1 method="wB97M-V/def2-TZVPD" energy_ha=-1316.83157 charge=-1 e_homo_ha=-0.0673 gap_ev=4.0 spin_multiplicity=1
C 1.27 -7.62 4.18 -0.11
C 1.41 -6.98 2.78 -0.26
C 1.53 -5.45 2.87 -0.19
C 2.92 -5.10 3.43 -0.29
O 3.31 -3.79 3.08 -0.27
C 4.49 -3.32 3.75 -0.28
N 5.67 -4.20 3.20 0.04
C 6.09 -4.98 4.02 -0.45
O 6.34 -5.82 4.83 0.04
H 1.56 -6.93 4.97 0.06
H 0.25 -7.95 4.38 0.06
H 1.91 -8.50 4.23 0.06
H 2.33 -7.34 2.31 0.09
H 0.57 -7.27 2.13 0.09
H 1.42 -4.97 1.90 0.11
H 0.80 -5.06 3.59 0.09
H 2.96 -5.26 4.52 0.11
H 3.65 -5.80 3.00 0.11
H 4.35 -3.59 4.82 0.01
C -4.59 -2.56 5.17 -0.10
C -3.11 -2.37 4.87 -0.28
N -2.76 -2.67 3.50 -0.20
C -1.32 -2.76 3.27 -0.24
C -0.49 -1.48 3.45 -0.07
C -3.52 -1.97 2.48 -0.25
C -3.48 -0.43 2.49 -0.09
H -4.91 -3.57 4.92 0.08
H -4.77 -2.40 6.24 0.07
H -5.22 -1.85 4.63 0.06
H -2.55 -3.04 5.52 0.12
H -2.82 -1.34 5.15 0.10
H -1.15 -3.15 2.27 0.11
H -0.93 -3.52 3.95 0.10
H -0.62 -0.79 2.62 0.05
H 0.57 -1.75 3.48 0.08
H -0.73 -0.96 4.38 0.07
H -4.56 -2.28 2.55 0.10
H -3.20 -2.32 1.50 0.11
H -3.60 -0.02 3.50 0.07
H -4.31 -0.04 1.89 0.07
H -2.56 -0.05 2.06 0.04
C -2.49 4.08 -3.80 -0.09
C -2.16 2.78 -3.10 -0.28
N -1.77 2.96 -1.71 -0.20
C -1.19 1.75 -1.12 -0.24
C -2.11 0.53 -0.97 -0.08
C -2.70 3.68 -0.87 -0.25
C -4.13 3.12 -0.73 -0.08
H -1.66 4.79 -3.73 0.07
H -2.69 3.89 -4.86 0.07
H -3.38 4.56 -3.39 0.06
H -1.32 2.32 -3.63 0.11
H -3.02 2.09 -3.21 0.10
H -0.77 2.01 -0.14 0.11
H -0.33 1.46 -1.73 0.11
H -2.81 0.66 -0.15 0.03
H -1.50 -0.35 -0.73 0.08
H -2.66 0.31 -1.88 0.07
H -2.77 4.70 -1.25 0.10
H -2.26 3.79 0.12 0.12
H -4.54 2.80 -1.68 0.07
H -4.78 3.90 -0.33 0.07
H -4.17 2.28 -0.04 0.05
C 2.11 3.75 -2.63 -0.09
C 3.08 4.41 -3.60 -0.27
N 3.35 3.61 -4.78 -0.20
C 4.46 4.10 -5.57 -0.25
C 4.32 5.47 -6.25 -0.09
C 2.19 3.17 -5.53 -0.25
C 1.24 4.25 -6.08 -0.08
H 2.47 2.76 -2.33 0.08
H 2.02 4.36 -1.73 0.08
H 1.11 3.64 -3.06 0.05
H 4.02 4.58 -3.08 0.12
H 2.68 5.41 -3.86 0.10
H 4.71 3.36 -6.33 0.11
H 5.34 4.14 -4.92 0.11
H 3.66 5.43 -7.12 0.05
H 5.29 5.81 -6.60 0.07
H 3.93 6.23 -5.56 0.06
H 1.60 2.50 -4.89 0.10
H 2.52 2.53 -6.35 0.11
H 1.03 5.03 -5.34 0.06
H 0.28 3.79 -6.34 0.07
H 1.62 4.71 -6.98 0.05

---

11
Properties=species:S:1:pos:R:3:lowdin_charge:R:1 method="wB97M-V/def2-TZVPD" energy_ha=-396.78023 e_homo_ha=-0.3567 gap_ev=10.3 e_above_lowest_kj_mol=0.0 spin_multiplicity=1 smiles="O=C(O)O.NO"
O 1.71 0.55 -0.46 0.06
C 1.16 -0.02 0.47 -0.69
O 0.91 0.50 1.66 0.16
O 0.81 -1.31 0.46 0.13
H 1.10 1.45 1.65 0.14
H 1.16 -1.72 -0.35 0.14
N -1.73 -0.25 -0.86 -0.02
O -0.88 0.85 -0.53 -0.19
H -1.42 -1.02 -0.25 0.06
H -2.66 0.02 -0.55 0.08
H -0.16 0.96 -1.26 0.12

---

19
Properties=species:S:1:pos:R:3:lowdin_charge:R:1 method="wB97M-V/def2-TZVPD" energy_ha=-924.66466 e_homo_ha="-0.1511 / -0.2799" s2=2.0114 gap_ev="3.6 / 3.4" e_above_lowest_kj_mol=68.8 spin_multiplicity=3
C -0.68 1.43 0.69 0.03
C -1.98 -0.26 0.13 -0.07
C -1.81 1.15 -0.02 -0.24
C 1.46 -1.41 -0.44 -0.24
N -0.30 0.26 1.23 0.07
N -1.05 -0.78 0.89 0.09
N -2.71 2.04 -0.63 0.21
N 2.67 -1.50 0.03 -0.19
O 4.54 -1.14 1.56 -0.52
O 2.24 -0.52 2.36 -0.58
S 3.26 -1.57 2.03 0.77
H -0.15 2.39 0.79 0.16
H -2.96 -0.86 -0.08 0.16
H 0.63 -1.99 0.12 0.05
H 1.03 -0.94 -1.27 0.00
H 0.46 0.08 1.78 0.06
H -2.51 3.05 -0.61 0.14
H -3.52 1.62 -1.00 0.11
H 3.32 -0.87 -0.29 0.01

---

68
Properties=species:S:1:pos:R:3:lowdin_charge:R:1 method="wB97M-V/def2-TZVPD" energy_ha=-2807.21561 e_homo_ha=-0.2695 gap_ev=7.6 e_above_lowest_kj_mol=36.5 spin_multiplicity=1
Na 0.48 0.03 -1.03 0.29
C 1.84 -3.30 -2.16 -0.20
C 2.67 -2.60 -1.07 -0.20
N 2.48 -1.16 -1.09 -0.11
C 3.36 -0.39 -1.95 -0.27
C 3.11 -0.55 -3.45 -0.45
S 1.41 -0.21 -4.00 0.90
C 0.83 -1.83 -4.60 -0.47
C -0.02 -2.67 -3.63 -0.28
N 0.53 -2.70 -2.29 -0.07
H 1.80 -4.38 -1.94 0.12
H 2.35 -3.21 -3.12 0.09
H 3.73 -2.88 -1.18 0.12
H 2.34 -2.95 -0.10 0.05
H 2.52 -0.79 -0.14 0.08
H 4.43 -0.62 -1.77 0.12
H 3.23 0.67 -1.68 0.12
H 3.40 -1.54 -3.80 0.07
H 3.75 0.16 -3.97 0.07
H 1.71 -2.38 -4.95 0.07
H 0.24 -1.62 -5.49 0.07
H -0.13 -3.66 -4.09 0.12
H -1.02 -2.23 -3.57 0.10
H -0.13 -3.09 -1.64 0.12
O 1.29 0.88 0.89 -0.39
S 0.25 1.92 1.02 0.60
O 0.73 3.24 1.36 -0.30
N -0.60 1.75 -0.26 -0.18
C -1.54 2.62 -0.75 -0.25
C -2.00 3.76 -0.14 -0.02
C -2.97 4.58 -0.76 -0.08
C -3.48 4.27 -1.98 -0.06
C -3.03 3.10 -2.65 -0.16
C -3.50 2.73 -3.93 -0.02
C -3.03 1.60 -4.51 -0.05
C -2.09 0.82 -3.81 -0.15
N -1.64 1.11 -2.62 0.12
C -2.08 2.26 -2.03 -0.15
C -0.75 1.42 2.41 -0.27
C -0.71 2.17 3.57 -0.06
C -1.44 1.75 4.68 -0.08
C -2.20 0.60 4.61 -0.09
C -2.25 -0.14 3.44 -0.08
C -1.52 0.27 2.33 -0.08
H -1.59 4.06 0.82 0.10
H -3.30 5.47 -0.24 0.10
H -4.21 4.91 -2.46 0.10
H -4.23 3.36 -4.42 0.11
H -3.36 1.28 -5.50 0.10
H -1.72 -0.10 -4.25 0.08
H -0.11 3.07 3.60 0.11
H -1.41 2.33 5.59 0.10
H -2.78 0.28 5.47 0.10
H -2.84 -1.04 3.38 0.11
H -1.55 -0.30 1.41 0.10
C 0.24 -3.02 5.19 -0.04
N 0.99 -1.88 4.69 -0.13
C 1.52 -0.86 5.46 -0.06
C 2.06 0.04 4.61 -0.07
N 1.86 -0.45 3.34 0.08
C 1.18 -1.62 3.38 -0.81
S 0.69 -2.55 2.07 0.60
H 0.43 -3.11 6.25 0.09
H 0.57 -3.92 4.67 0.07
H -0.82 -2.88 5.00 0.09
H 1.48 -0.87 6.53 0.12
H 2.56 0.96 4.80 0.12
H 1.97 0.05 2.46 0.10